[1]
The following is a DFT calculation (ωB97M-V/def2-TZVPD) of a 3-piece molecular cluster, C37H85FN3O5Si4 overall.

Last columns: bonded neighbours and bond lengths (Å).
Atoms and positions in Å:
1 H 0.89 3.14 1.41  C68 1.170
2 H 2.43 11.25 5.11  C134 1.094
3 O 1.34 0.63 0.41  C4 1.467, C59 1.450
4 C 0.68 0.51 -0.89  O3 1.467, N29 1.544, C52 1.676, C91 1.636
5 C 1.98 5.59 5.06  H86 1.093, H88 1.095, Si97 1.883, H112 1.094
6 H 0.31 -4.39 1.77  C98 1.097
7 C 0.55 -4.49 -4.63  H11 1.194, H45 1.169, C51 1.672, C77 1.657
8 H -4.97 1.16 -5.58  C122 1.172
9 C -0.41 5.66 3.18  H32 1.093, H33 1.092, H37 1.097, Si97 1.877
10 C -7.09 0.11 -4.14  H39 1.187, H47 1.190, C74 1.660, H124 1.193
11 H 0.84 -5.63 -4.41  C7 1.194
12 H 2.06 10.64 1.74  C46 1.093
13 H -1.56 -6.36 2.95  C100 1.095
14 H 2.10 3.81 0.11  C68 1.189
15 H 1.95 -3.30 -1.53  C49 1.170
16 H 1.79 -1.24 -0.82  N29 1.065
17 H -0.43 -6.93 8.60  C31 1.094
18 H 1.71 2.28 -2.12  C91 1.171
19 O -3.83 -4.59 -0.43  C78 1.362
20 H -1.66 0.39 -1.38  C52 1.166
21 H 3.39 -0.81 -4.95  C123 1.176
22 C 0.29 -2.85 -6.84  H23 1.190, C51 1.645, C81 1.639, H135 1.193
23 H 0.65 -1.88 -6.24  C22 1.190
24 C 2.06 -5.00 8.26  H30 1.095, H65 1.093, H108 1.093, Si115 1.878
25 H -2.77 -1.86 -8.48  C83 1.192
26 H 4.13 -2.29 -4.03  C123 1.187
27 O 0.77 -4.82 5.60  Si40 1.683, Si115 1.682
28 H 2.14 -4.02 -6.19  C51 1.194
29 N 1.28 -0.72 -1.60  C4 1.544, H16 1.065, C75 1.540, N131 1.369
30 H 2.76 -5.79 7.95  C24 1.095
31 C -0.33 -6.72 7.53  H17 1.094, H82 1.093, H107 1.094, Si115 1.883
32 H 0.17 5.17 2.38  C9 1.093
33 H -1.20 6.26 2.72  C9 1.092
34 H -0.94 2.53 -3.07  N61 1.044
35 H 3.65 11.00 2.42  C46 1.093
36 H 0.16 -1.03 -4.29  C63 1.194
37 H -0.88 4.87 3.78  C9 1.097
38 C -0.37 7.47 5.62  H70 1.094, Si97 1.882, H99 1.092, H106 1.097
39 H -6.49 1.09 -3.86  C10 1.187
40 Si -0.13 -4.74 4.19  O27 1.683, C98 1.877, C100 1.883, C117 1.882
41 H 3.19 1.17 1.31  C59 1.196
42 H 3.99 -0.97 -0.30  C60 1.170
43 H 2.79 3.50 1.84  C68 1.186
44 H -4.61 -1.75 -7.24  C113 1.188
45 H -0.60 -4.36 -4.42  C7 1.169
46 C 2.96 10.19 2.18  H12 1.093, H35 1.093, Si120 1.878, H132 1.095
47 H -6.75 -0.81 -3.46  C10 1.190
48 H -1.80 -6.51 4.70  C100 1.093
49 C 1.03 -3.17 -2.24  H15 1.170, C75 1.667, C77 1.624, H87 1.194
50 H -1.56 -3.74 -7.83  C81 1.186
51 C 0.96 -4.22 -6.22  C7 1.672, C22 1.645, H28 1.194, H80 1.171
52 C -0.93 0.27 -0.48  C4 1.676, H20 1.166, F56 1.511, O72 1.464
53 H -2.26 -0.57 -5.49  C85 1.174
54 H 4.88 9.31 4.54  C101 1.094
55 H -1.66 -3.79 7.44  C76 1.094
56 F -1.24 1.32 0.56  C52 1.511
57 H 0.80 10.72 4.64  C134 1.095
58 H 4.56 7.76 3.75  C101 1.094
59 C 2.43 1.58 0.47  O3 1.450, H41 1.196, C68 1.674, H94 1.168
60 C 4.42 -0.59 -1.32  H42 1.170, H114 1.170, H125 1.193, C129 1.635
61 N -0.19 1.81 -3.05  H34 1.044, H90 1.048, C91 1.509
62 H -1.38 -0.53 -3.33  C63 1.176
63 C -0.57 -1.38 -3.41  H36 1.194, H62 1.176, C75 1.633, H102 1.194
64 C -2.32 -2.62 -1.30  H69 1.170, C78 1.673, H110 1.172, C130 1.657
65 H 2.56 -4.03 8.16  C24 1.093
66 H -0.89 -2.40 4.54  C117 1.092
67 H -1.91 -3.22 3.34  C117 1.097
68 C 2.01 3.09 1.05  H1 1.170, H14 1.189, H43 1.186, C59 1.674
69 H -2.28 -3.27 -2.27  C64 1.170
70 H 0.24 7.97 6.37  C38 1.094
71 H -0.36 -7.20 3.95  C100 1.094
72 O -0.98 -1.02 0.22  C52 1.464, C130 1.468
73 H 1.72 -2.54 -4.44  C77 1.166
74 C -6.86 -0.22 -5.75  C10 1.660, H79 1.190, H109 1.190, C122 1.668
75 C 0.20 -1.74 -2.02  N29 1.540, C49 1.667, C63 1.633, C130 1.673
76 C -0.66 -3.71 7.89  H55 1.094, H103 1.094, Si115 1.883, H126 1.095
77 C 1.52 -3.47 -3.76  C7 1.657, C49 1.624, H73 1.166, H116 1.195
78 C -2.88 -3.66 -0.11  O19 1.362, C64 1.673, H121 1.170
79 H -7.68 0.36 -6.38  C74 1.190
80 H 0.82 -5.18 -6.89  C51 1.171
81 C -1.34 -2.90 -7.03  C22 1.639, H50 1.186, C83 1.662, H133 1.176
82 H -1.32 -6.75 7.07  C31 1.093
83 C -1.98 -1.51 -7.66  H25 1.192, C81 1.662, C85 1.640, H104 1.191
84 H 0.18 2.71 -1.12  C91 1.195
85 C -2.73 -0.56 -6.56  H53 1.174, C83 1.640, H92 1.193, C113 1.668
86 H 2.55 6.13 5.82  C5 1.093
87 H 0.28 -4.05 -1.95  C49 1.194
88 H 1.49 4.74 5.54  C5 1.095
89 H -0.40 -3.03 -0.16  C130 1.195
90 H 0.43 1.84 -3.90  N61 1.048
91 C 0.66 1.86 -1.81  C4 1.636, H18 1.171, N61 1.509, H84 1.195
92 H -2.78 0.58 -6.92  C85 1.193
93 H -2.13 -3.55 5.07  C117 1.094
94 H 3.09 1.71 -0.49  C59 1.168
95 O 1.46 7.94 3.40  Si97 1.683, Si120 1.682
96 H 5.14 -0.66 -4.06  C123 1.173
97 Si 0.70 6.72 4.26  C5 1.883, C9 1.877, C38 1.882, O95 1.683
98 C 0.94 -4.43 2.67  H6 1.097, Si40 1.877, H111 1.093, H118 1.092
99 H -1.07 8.20 5.20  C38 1.092
100 C -1.05 -6.36 3.92  H13 1.095, Si40 1.883, H48 1.093, H71 1.094
101 C 4.14 8.52 4.42  H54 1.094, H58 1.094, H105 1.093, Si120 1.883
102 H -1.15 -2.32 -3.87  C63 1.194
103 H -0.78 -3.79 8.98  C76 1.094
104 H -1.17 -0.87 -8.26  C83 1.191
105 H 3.97 8.06 5.39  C101 1.093
106 H -0.96 6.69 6.12  C38 1.097
107 H 0.27 -7.52 7.08  C31 1.094
108 H 1.83 -5.15 9.32  C24 1.093
109 H -6.98 -1.39 -5.93  C74 1.190
110 H -3.09 -1.74 -1.33  C64 1.172
111 H 1.67 -5.23 2.54  C98 1.093
112 H 2.68 5.22 4.31  C5 1.094
113 C -4.32 -1.01 -6.35  H44 1.188, C85 1.668, H119 1.174, C122 1.644
114 H 4.87 0.48 -1.18  C60 1.170
115 Si 0.49 -5.05 7.24  C24 1.878, O27 1.682, C31 1.883, C76 1.883
116 H 2.56 -4.04 -3.68  C77 1.195
117 C -1.39 -3.34 4.30  Si40 1.882, H66 1.092, H67 1.097, H93 1.094
118 H 1.47 -3.48 2.75  C98 1.092
119 H -4.41 -1.59 -5.34  C113 1.174
120 Si 2.54 9.20 3.72  C46 1.878, O95 1.682, C101 1.883, C134 1.883
121 H -2.47 -3.68 0.98  C78 1.170
122 C -5.35 0.28 -6.26  H8 1.172, C74 1.668, C113 1.644, H128 1.186
123 C 4.06 -1.10 -4.03  H21 1.176, H26 1.187, H96 1.173, C129 1.675
124 H -8.25 0.23 -3.91  C10 1.193
125 H 5.33 -1.31 -1.58  C60 1.193
126 H -0.26 -2.71 7.66  C76 1.095
127 H 1.67 9.89 5.94  C134 1.094
128 H -5.50 0.69 -7.36  C122 1.186
129 C 3.37 -0.63 -2.57  C60 1.635, C123 1.675, N131 1.354
130 C -0.85 -2.10 -0.76  C64 1.657, O72 1.468, C75 1.673, H89 1.195
131 N 2.06 -0.27 -2.63  N29 1.369, C129 1.354
132 H 3.43 9.56 1.42  C46 1.095
133 H -1.87 -3.24 -6.03  C81 1.176
134 C 1.79 10.38 4.97  H2 1.094, H57 1.095, Si120 1.883, H127 1.094
135 H 0.75 -2.72 -7.93  C22 1.193

Output
- Total energy: -88671.9690 eV
- E_HOMO: -11.35 eV
- Frontier orbital gap: 7.68 eV
- Total charge: +1

---

[2]
The following is a DFT calculation (ωB97M-V/def2-TZVPD) of a 9-piece molecular cluster, C37H88O13S9 overall.

Last columns: bonded neighbours and bond lengths (Å).
Atoms and positions in Å:
1 H 7.48 -1.52 4.15  C3 1.088
2 H 0.03 -1.53 1.82  C146 1.093
3 C 6.59 -0.96 4.44  H1 1.088, H9 1.090, H81 1.091, S126 1.800
4 C -2.30 0.86 -2.93  O70 1.177, O85 1.368, C104 1.510
5 C -3.74 3.02 -0.40  H66 1.086, H77 1.086, C79 1.520, H88 1.088
6 S 0.30 3.77 -0.53  O31 1.494, C36 1.798, C83 1.790
7 H 2.32 10.29 -0.70  C97 1.090
8 H -3.43 -3.62 5.23  C130 1.089
9 H 6.68 0.07 4.11  C3 1.090
10 C 1.53 -3.04 1.63  H30 1.085, H76 1.085, O120 1.462, C146 1.537
11 H -1.23 -5.07 -1.90  C26 1.092
12 H -2.03 6.56 -4.97  C116 1.090
13 H 8.73 8.23 1.63  C41 1.090
14 C 0.98 -0.94 -2.16  C38 1.533, H46 1.089, C71 1.524, H105 1.091
15 H 4.11 0.38 4.07  C96 1.090
16 O 3.49 -0.86 -0.68  S132 1.420
17 H -1.36 -7.55 -2.58  C103 1.089
18 H 7.04 8.81 1.68  C41 1.090
19 H -0.32 6.05 -0.20  C83 1.089
20 H -4.17 -6.45 5.11  C73 1.091
21 C 3.23 9.94 -3.37  H27 1.090, H84 1.088, H128 1.090, S144 1.795
22 H -5.81 -5.58 3.35  C109 1.090
23 H -0.25 1.33 -3.44  C104 1.090
24 H -2.64 -3.52 0.32  C42 1.092
25 O -0.73 -7.14 0.90  S56 1.487
26 C -1.35 -4.13 -1.36  H11 1.092, H40 1.093, C42 1.538, C133 1.544
27 H 2.16 10.13 -3.27  C21 1.090
28 H 0.64 -3.48 -1.88  C133 1.090
29 H -6.81 -3.61 5.55  C63 1.087
30 H 1.50 -4.12 1.75  C10 1.085
31 O -0.11 2.50 0.14  S6 1.494
32 H 3.96 3.13 -3.39  C101 1.090
33 C 8.11 9.63 -0.77  H50 1.088, H72 1.090, H99 1.091, S142 1.796
34 H -2.90 -5.67 4.21  C73 1.093
35 H -2.53 1.27 -0.51  C79 1.092
36 C 1.86 4.28 0.20  S6 1.798, H37 1.091, H98 1.089, H123 1.089
37 H 1.77 4.30 1.29  C36 1.091
38 C -0.35 -0.75 -2.90  C14 1.533, H52 1.087, H82 1.086, C104 1.546
39 H 1.04 -10.10 1.81  C58 1.090
40 H -1.91 -3.42 -1.98  C26 1.093
41 C 8.08 9.08 1.84  H13 1.090, H18 1.090, H67 1.088, S142 1.799
42 C -2.19 -4.42 -0.10  H24 1.092, C26 1.538, C100 1.532, H137 1.092
43 H 4.86 6.89 -3.46  C138 1.088
44 H -4.78 -5.41 6.87  C94 1.088
45 H -0.60 5.07 1.27  C83 1.091
46 H 1.53 -1.78 -2.58  C14 1.089
47 H -1.63 -8.35 -4.15  C103 1.091
48 H -3.57 -5.47 -1.33  C100 1.089
49 H 0.43 -0.17 -0.26  C71 1.091
50 H 8.28 10.33 -1.58  C33 1.088
51 H 4.00 -0.70 5.49  C96 1.091
52 H -0.21 -0.93 -3.96  C38 1.087
53 H 5.47 5.22 -3.50  C138 1.090
54 O 7.51 11.52 0.99  S142 1.487
55 H -4.20 8.86 -2.74  C139 1.088
56 S 0.03 -7.93 1.90  O25 1.487, C58 1.798, C112 1.798
57 C -4.18 -4.91 2.02  C69 1.552, C109 1.560, H145 1.086, H147 1.089
58 C 0.58 -9.43 1.08  H39 1.090, S56 1.798, H74 1.088, H93 1.091
59 O -2.63 6.74 -1.46  S122 1.489
60 H 2.19 3.20 -3.26  C101 1.089
61 H -4.20 -9.95 -3.45  C108 1.090
62 H -1.95 -9.23 -2.62  C103 1.091
63 C -6.55 -4.45 6.19  H29 1.087, H89 1.087, H92 1.089, C94 1.556
64 H -1.67 -7.95 3.55  C112 1.089
65 H -4.63 7.26 -3.40  C139 1.090
66 H -3.36 2.93 0.62  C5 1.086
67 H 8.22 9.39 2.88  C41 1.088
68 O 2.39 -0.42 1.33  S132 1.430
69 C -4.45 -5.45 0.59  C57 1.552, H78 1.091, H87 1.088, C100 1.531
70 O -2.94 0.05 -3.49  C4 1.177
71 C 0.83 -1.10 -0.65  C14 1.524, H49 1.091, C131 1.556, S132 1.802
72 H 7.07 9.33 -0.76  C33 1.090
73 C -3.97 -5.62 4.43  H20 1.091, H34 1.093, C109 1.548, C130 1.550
74 H 1.32 -9.16 0.33  C58 1.088
75 H -1.71 4.95 -0.11  C83 1.084
76 H 1.93 -2.62 2.54  C10 1.085
77 H -3.31 3.87 -0.91  C5 1.086
78 H -4.82 -6.47 0.71  C69 1.091
79 C -3.33 1.73 -1.09  C5 1.520, H35 1.092, O85 1.447, H119 1.092
80 H -0.66 -9.41 3.64  C112 1.090
81 H 6.49 -1.00 5.53  C3 1.091
82 H -1.12 -1.40 -2.50  C38 1.086
83 C -0.68 5.09 0.18  S6 1.790, H19 1.089, H45 1.091, H75 1.084
84 H 3.42 9.40 -4.29  C21 1.088
85 O -2.87 2.01 -2.43  C4 1.368, C79 1.447
86 H 0.49 -4.35 -0.38  C133 1.090
87 H -5.27 -4.89 0.14  C69 1.088
88 H -4.81 3.14 -0.35  C5 1.088
89 H -7.07 -4.40 7.15  C63 1.087
90 H 4.44 5.84 -4.84  C138 1.091
91 H -1.23 5.55 -3.74  C116 1.089
92 H -6.79 -5.36 5.64  C63 1.089
93 H -0.26 -9.92 0.60  C58 1.091
94 C -5.02 -4.45 6.42  H44 1.088, C63 1.556, H125 1.091, C130 1.555
95 H -5.46 -8.87 -4.07  C108 1.088
96 C 3.94 -0.64 4.41  H15 1.090, H51 1.091, H117 1.088, S126 1.797
97 C 3.40 10.10 -0.70  H7 1.090, H102 1.090, H141 1.088, S144 1.797
98 H 2.62 3.57 -0.09  C36 1.089
99 H 8.76 8.76 -0.90  C33 1.091
100 C -3.21 -5.54 -0.30  C42 1.532, H48 1.089, C69 1.531, H134 1.079
101 C 3.07 3.71 -3.64  H32 1.090, H60 1.089, H107 1.090, S111 1.798
102 H 3.94 11.03 -0.88  C97 1.090
103 C -1.98 -8.26 -3.12  H17 1.089, H47 1.091, H62 1.091, S124 1.799
104 C -0.81 0.72 -2.73  C4 1.510, H23 1.090, C38 1.546, H140 1.092
105 H 1.60 -0.07 -2.37  C14 1.091
106 O 5.00 -3.07 4.28  S126 1.488
107 H 2.98 3.81 -4.73  C101 1.090
108 C -4.39 -9.03 -4.00  H61 1.090, H95 1.088, S124 1.800, H129 1.091
109 C -4.77 -5.84 3.12  H22 1.090, C57 1.560, C73 1.548, H115 1.089
110 H -4.98 -3.72 4.39  C130 1.086
111 S 3.16 5.33 -2.88  C101 1.798, O118 1.491, C138 1.798
112 C -1.17 -8.72 2.97  S56 1.798, H64 1.089, H80 1.090, H136 1.090
113 H -0.61 -3.15 1.77  C146 1.086
114 H -3.00 5.44 -3.95  C116 1.091
115 H -4.70 -6.88 2.80  C109 1.089
116 C -2.13 6.11 -3.98  H12 1.090, H91 1.089, H114 1.091, S122 1.796
117 H 2.95 -0.97 4.08  C96 1.088
118 O 2.01 6.13 -3.38  S111 1.491
119 H -4.18 1.04 -1.16  C79 1.092
120 O 2.51 -2.80 0.57  C10 1.462, S132 1.586
121 H -1.14 -1.88 -0.37  C131 1.087
122 S -2.33 7.41 -2.75  O59 1.489, C116 1.796, C139 1.799
123 H 2.12 5.27 -0.17  C36 1.089
124 S -3.67 -7.64 -3.12  C103 1.799, C108 1.800, O143 1.483
125 H -4.76 -3.67 7.14  C94 1.091
126 S 5.16 -1.73 3.67  C3 1.800, C96 1.797, O106 1.488
127 H -3.72 8.44 -4.40  C139 1.090
128 H 3.79 10.88 -3.37  C21 1.090
129 H -3.96 -9.09 -5.00  C108 1.091
130 C -4.31 -4.24 5.05  H8 1.089, C73 1.550, C94 1.555, H110 1.086
131 C -0.13 -2.24 -0.19  C71 1.556, H121 1.087, C133 1.552, C146 1.541
132 S 2.43 -1.26 0.17  O16 1.420, O68 1.430, C71 1.802, O120 1.586
133 C 0.03 -3.57 -0.98  C26 1.544, H28 1.090, H86 1.090, C131 1.552
134 H -2.73 -6.50 -0.23  C100 1.079
135 O 5.27 8.82 -2.08  S144 1.493
136 H -1.91 -9.26 2.37  C112 1.090
137 H -1.48 -4.78 0.64  C42 1.092
138 C 4.63 5.87 -3.76  H43 1.088, H53 1.090, H90 1.091, S111 1.798
139 C -3.88 8.05 -3.39  H55 1.088, H65 1.090, S122 1.799, H127 1.090
140 H -0.52 1.03 -1.73  C104 1.092
141 H 3.70 9.67 0.25  C97 1.088
142 S 8.52 10.46 0.77  C33 1.796, C41 1.799, O54 1.487
143 O -4.16 -7.70 -1.72  S124 1.483
144 S 3.78 8.91 -2.00  C21 1.795, C97 1.797, O135 1.493
145 H -3.13 -4.80 2.26  C57 1.086
146 C 0.13 -2.50 1.31  H2 1.093, C10 1.537, H113 1.086, C131 1.541
147 H -4.73 -3.97 2.12  C57 1.089

Output
- Total energy: -163924.0029 eV
- E_HOMO: -8.59 eV
- Frontier orbital gap: 8.94 eV